# 1
# H26O13

A 13-piece molecular cluster, H26O13 overall in a non-equilibrium geometry (ωB97M-V/def2-TZVPD, the Open Molecules 2025 dataset).

Properties
Max |F|   1.7 eV/Å
Spin multiplicity   2
Energy relative to the best compared isomer or geometry (same formula, charge and spin)   16.13 kcal/mol
<S²>   0.76
Calculated total energy   -27030.09383 eV
Net charge   +1

Structure (XYZ):
```
39
H26O13 ωB97M-V/def2-TZVPD
O 0.191 0.458 0.127
H 0.112 -0.300 -0.451
H -0.696 0.602 0.457
O 1.881 0.273 2.554
H 2.646 -0.281 2.711
H 1.333 -0.238 1.960
O -2.779 0.924 0.632
H -3.632 0.506 0.749
H -2.364 0.871 1.493
O 1.696 -0.902 -2.869
H 2.349 -1.383 -2.361
H 1.839 0.016 -2.636
O 3.607 0.215 -1.262
H 3.279 1.068 -1.546
H 2.982 -0.073 -0.596
O -1.041 0.950 2.868
H -0.134 0.737 3.087
H -1.188 1.808 3.266
O -1.054 0.638 -3.205
H -1.250 0.763 -4.133
H -0.305 0.042 -3.196
O 2.477 2.649 0.408
H 1.831 3.342 0.540
H 2.122 1.896 0.879
O -2.748 -0.981 -1.573
H -2.272 -0.629 -2.326
H -2.584 -0.352 -0.870
O -2.745 2.387 -1.874
H -2.518 2.308 -0.947
H -2.156 1.776 -2.318
O 2.641 -1.752 0.436
H 1.850 -2.220 0.168
H 3.251 -2.442 0.696
O -0.207 -2.446 0.031
H -0.352 -3.366 -0.192
H -0.422 -2.389 0.962
O -2.218 -1.674 2.706
H -1.395 -2.061 3.006
H -2.026 -0.740 2.621
```

=====

# 2
# H26O13Xe

H26O13Xe as an isolated structure (ωB97M-V/def2-TZVPD, the Open Molecules 2025 dataset).

Properties
Max |F|   0.8 eV/Å
Energy relative to the best compared isomer or geometry (same formula, charge and spin)   38.23 kcal/mol
Calculated total energy   -36002.01184 eV

Structure (XYZ):
```
40
H26O13Xe ωB97M-V/def2-TZVPD
Xe -14.798 -12.521 5.997
O -17.284 -14.762 4.041
H -17.956 -15.217 3.533
H -17.153 -15.313 4.813
O -13.632 -16.028 4.480
H -14.273 -16.655 4.146
H -13.382 -15.509 3.715
O -14.716 -11.386 9.755
H -14.890 -10.675 9.138
H -15.133 -12.153 9.362
O -14.909 -16.486 7.222
H -15.833 -16.262 7.108
H -14.490 -16.193 6.412
O -14.366 -12.279 1.478
H -13.781 -11.584 1.177
H -14.590 -12.033 2.375
O -14.922 -8.966 8.129
H -14.501 -8.941 7.269
H -14.342 -8.458 8.695
O -13.880 -8.412 5.454
H -13.140 -7.850 5.684
H -13.478 -9.201 5.090
O -16.508 -13.410 9.232
H -16.811 -13.069 8.390
H -17.187 -13.149 9.854
O -17.815 -11.895 7.224
H -17.782 -11.884 6.268
H -17.767 -10.973 7.477
O -10.672 -15.105 6.584
H -11.341 -14.463 6.348
H -10.996 -15.505 7.391
O -11.975 -13.258 4.429
H -12.045 -13.430 3.490
H -12.071 -12.309 4.507
O -18.806 -12.535 4.339
H -18.969 -12.182 3.464
H -18.117 -13.186 4.211
O -12.598 -10.483 4.013
H -11.834 -9.993 4.316
H -12.956 -9.952 3.301
```

=====

# 3
# H26O17S

A 14-piece molecular cluster, H26O17S overall in a non-equilibrium geometry (ωB97M-V/def2-TZVPD, the Open Molecules 2025 dataset).

Properties
Max |F|   6.1 eV/Å
Energy relative to the best compared isomer or geometry (same formula, charge and spin)   93.07 kcal/mol
Calculated total energy   -46066.81054 eV
Net charge   -2

Structure (XYZ):
```
44
H26O17S ωB97M-V/def2-TZVPD
S 24.499 5.184 9.872
O 25.653 4.849 9.022
O 24.357 6.583 10.073
O 23.238 4.719 9.212
O 24.687 4.486 11.148
O 20.989 5.494 10.035
H 21.757 4.971 9.733
H 21.230 6.403 10.085
O 22.109 2.168 9.107
H 22.681 2.923 9.246
H 22.145 2.000 8.182
O 26.238 2.730 7.758
H 25.513 2.313 7.371
H 26.009 3.504 8.279
O 23.346 2.435 11.948
H 23.983 3.056 11.748
H 23.692 1.655 11.303
O 27.197 6.475 7.187
H 27.139 7.369 7.443
H 26.322 5.935 7.642
O 26.390 2.796 11.419
H 26.844 2.836 10.640
H 25.748 3.591 11.201
O 28.243 4.598 9.735
H 28.285 5.042 10.662
H 27.392 4.732 9.419
O 22.348 7.989 10.770
H 22.734 8.076 11.655
H 23.129 7.599 10.493
O 26.941 3.828 14.139
H 26.140 3.456 14.722
H 26.720 3.816 13.229
O 22.653 4.307 6.705
H 23.258 4.760 6.209
H 22.937 4.493 7.568
O 23.897 7.505 7.691
H 22.859 7.427 7.543
H 24.051 7.100 8.552
O 23.371 5.144 13.289
H 23.832 4.924 12.448
H 22.518 5.443 13.014
O 25.960 8.432 11.348
H 25.523 8.965 11.907
H 25.277 8.090 10.900
```

=====

# 4
# H26O17S

A 14-piece molecular cluster, H26O17S overall in a non-equilibrium geometry (ωB97M-V/def2-TZVPD, the Open Molecules 2025 dataset).

Properties
Max |F|   4.5 eV/Å
Energy relative to the best compared isomer or geometry (same formula, charge and spin)   63.51 kcal/mol
Calculated total energy   -46068.09254 eV
Net charge   -2

Structure (XYZ):
```
44
H26O17S ωB97M-V/def2-TZVPD
S -0.107 -0.171 -0.146
O -0.895 0.585 -1.073
O 0.903 0.767 0.337
O -0.805 -0.630 1.042
O 0.490 -1.353 -0.770
O -1.813 3.014 -1.661
H -1.515 2.135 -1.524
H -1.499 3.617 -1.034
O 2.001 1.608 2.578
H 1.439 1.441 1.848
H 2.177 0.754 3.029
O -2.595 -2.568 1.225
H -1.776 -2.024 1.339
H -3.229 -1.964 0.960
O -1.330 3.214 1.913
H -1.272 3.123 2.808
H -0.434 2.983 1.595
O 1.245 3.176 -0.250
H 1.194 2.225 -0.107
H 1.784 3.251 -0.984
O -1.855 0.417 3.075
H -2.354 1.188 2.684
H -1.550 -0.089 2.284
O 1.314 -1.542 -3.131
H 0.399 -1.898 -3.434
H 1.071 -1.547 -2.214
O 0.738 -1.994 2.732
H 0.301 -1.286 2.309
H 1.311 -1.507 3.394
O -2.989 -0.534 -2.289
H -2.133 -0.180 -1.994
H -3.493 -0.871 -1.599
O -0.319 0.598 -3.661
H -0.551 1.069 -2.844
H 0.506 0.086 -3.436
O -0.746 -3.700 -0.444
H -1.352 -3.340 0.234
H -0.356 -2.936 -0.715
O 3.568 0.304 0.037
H 3.801 0.306 -0.894
H 2.658 0.584 0.195
O 2.915 -2.543 -0.499
H 3.207 -1.519 -0.319
H 1.946 -2.251 -0.598
```

=====

# 5
# H26O21P2Zr2

H26O21P2Zr2 as an isolated structure in a non-equilibrium geometry (ωB97M-V/def2-TZVPD, the Open Molecules 2025 dataset).

Properties
Max |F|   19.3 eV/Å
Spin multiplicity   2
<S²>   0.75
Calculated total energy   -64557.49396 eV
Net charge   +1

Structure (XYZ):
```
51
H26O21P2Zr2 ωB97M-V/def2-TZVPD
Zr 1.390 2.810 -0.195
Zr -2.043 1.168 0.583
P -1.046 3.869 -0.386
O -2.251 3.158 0.272
O -0.592 2.536 0.263
O 0.160 4.346 0.377
O -0.260 3.122 -1.370
P 0.312 -0.401 0.252
O 0.924 -1.773 0.169
O -0.947 -0.086 -0.628
O 1.311 0.804 0.115
O -0.623 -0.040 1.411
O -0.735 -0.376 -3.600
H -0.560 0.560 -3.500
H -0.626 -0.736 -2.720
O 3.073 -2.895 0.698
H 2.245 -2.485 0.449
H 3.220 -2.612 1.600
O 3.592 2.259 0.186
H 4.004 1.444 -0.101
H 4.255 2.684 0.730
O -3.252 -0.833 0.778
H -3.074 -1.664 1.218
H -4.122 -0.946 0.395
O 2.002 1.765 -2.105
H 1.928 0.850 -2.375
H 2.749 2.102 -2.601
O 2.378 -1.164 -2.499
H 3.285 -1.180 -2.193
H 1.886 -1.618 -1.815
O 0.297 -3.733 -1.487
H -0.584 -3.508 -1.787
H 0.451 -3.155 -0.739
O -1.779 1.787 2.743
H -1.190 2.538 2.817
H -2.151 1.687 3.619
O 1.603 2.562 2.104
H 2.220 2.231 2.756
H 1.021 3.141 2.596
O -2.021 -2.652 -1.772
H -1.539 -1.846 -1.587
H -2.641 -2.409 -2.459
O 0.187 -1.578 3.591
H -0.098 -2.405 3.202
H 0.124 -0.943 2.877
O -0.323 -3.424 1.767
H 0.126 -2.812 1.183
H -1.228 -3.431 1.457
O -3.495 1.060 -1.093
H -3.979 1.820 -1.417
H -3.586 0.405 -1.784
```

=====

# 6
# H27O14

A 14-piece molecular cluster, H27O14 overall in a non-equilibrium geometry (ωB97M-V/def2-TZVPD, the Open Molecules 2025 dataset).

Properties
Max |F|   1.2 eV/Å
Energy relative to the best compared isomer or geometry (same formula, charge and spin)   46.11 kcal/mol
Calculated total energy   -29105.66751 eV
Net charge   -1

Structure (XYZ):
```
41
H27O14 ωB97M-V/def2-TZVPD
O -4.677 1.046 -0.794
H 2.050 1.279 -2.142
O 4.836 1.257 0.657
H 2.714 -1.483 -0.940
H 2.705 2.400 0.231
O 0.339 0.885 2.400
H 1.394 1.727 -0.538
H -2.719 -2.990 2.689
O -2.291 -3.795 3.005
H 0.836 -2.652 1.852
H -1.384 -3.633 2.721
O 0.130 -2.084 2.171
H -4.092 1.461 -1.431
H 4.365 0.612 0.130
O 1.774 -1.280 -0.908
H -1.049 0.973 -1.149
H -0.070 1.018 4.349
O -1.234 0.415 -0.393
H -2.933 -0.686 0.104
H 1.691 -0.389 -1.356
O 1.882 1.965 0.457
H 0.757 1.747 2.536
H -0.917 -0.009 -3.318
O -2.986 -1.307 0.836
H -2.354 -0.981 1.485
H 0.679 0.800 1.482
O 1.613 -3.163 -3.852
H 0.687 -3.028 -4.058
H 1.785 -2.827 -2.967
O -0.398 0.791 5.230
H -0.418 0.001 -0.107
H -4.346 0.180 -0.541
O 1.168 1.209 -1.764
H 0.583 3.467 -3.213
H -0.522 -0.163 5.189
O -1.711 0.513 -3.476
H 0.447 -1.175 2.124
H -2.205 0.557 -2.656
O -0.294 3.256 -2.880
H 4.226 1.678 1.262
H -0.060 2.411 -2.427
```

=====

# 7
# H28O14

A 14-piece molecular cluster, H28O14 overall in a non-equilibrium geometry (ωB97M-V/def2-TZVPD, the Open Molecules 2025 dataset).

Properties
Max |F|   4.0 eV/Å
Energy relative to the best compared isomer or geometry (same formula, charge and spin)   59.89 kcal/mol
Calculated total energy   -29119.05480 eV

Structure (XYZ):
```
42
H28O14 ωB97M-V/def2-TZVPD
O 0.076 0.132 0.458
H -0.826 -0.067 0.111
H 0.722 -0.224 -0.193
O -3.136 1.473 -1.925
H -3.014 0.800 -1.245
H -2.228 1.791 -1.945
O 0.301 2.730 1.476
H -0.421 2.129 1.366
H 0.427 2.706 2.411
O -1.738 0.856 2.945
H -1.929 1.728 3.151
H -2.162 0.599 2.145
O 1.632 0.383 2.954
H 0.933 0.431 2.250
H 1.360 1.063 3.564
O -1.289 -0.551 -1.975
H -0.784 -1.358 -2.095
H -1.441 -0.185 -2.826
O 1.485 1.684 -1.990
H 2.335 2.077 -2.116
H 1.247 1.538 -2.916
O 3.207 1.304 0.924
H 2.558 1.078 1.618
H 2.745 1.966 0.463
O -3.575 -1.993 -1.535
H -2.760 -1.531 -1.465
H -3.919 -1.603 -2.272
O 1.887 -0.791 -1.434
H 1.401 -1.392 -1.943
H 1.533 0.094 -1.698
O 1.959 -2.147 1.059
H 2.044 -2.942 1.568
H 1.174 -1.714 1.442
O -1.328 -2.858 0.121
H -1.086 -3.477 0.767
H -0.498 -2.727 -0.390
O 4.384 -0.102 -1.273
H 3.489 -0.385 -1.260
H 4.539 0.459 -0.579
O -2.822 -0.065 0.595
H -2.726 -0.954 0.974
H -3.756 0.057 0.700
```

=====

# 8
# H28O14

A 14-piece molecular cluster, H28O14 overall in a non-equilibrium geometry (ωB97M-V/def2-TZVPD, the Open Molecules 2025 dataset).

Properties
Max |F|   12.4 eV/Å
Energy relative to the best compared isomer or geometry (same formula, charge and spin)   167.29 kcal/mol
Calculated total energy   -29114.39731 eV

Structure (XYZ):
```
42
H28O14 ωB97M-V/def2-TZVPD
O 2.308 -3.504 0.621
H 3.215 -3.265 0.247
H 1.832 -3.581 -0.297
O -1.838 -1.515 1.880
H -1.744 -0.734 1.244
H -2.839 -1.314 2.073
O 1.490 1.293 -0.530
H 2.046 1.285 -1.337
H 2.097 0.718 -0.124
O 0.808 1.949 -3.668
H 0.072 2.516 -4.136
H 0.492 1.049 -3.573
O -0.663 2.344 -1.411
H -0.553 1.270 -1.358
H 0.116 2.381 -2.179
O -2.220 1.115 -3.086
H -1.307 1.355 -2.920
H -2.667 2.009 -3.114
O 3.102 -1.455 -1.508
H 3.071 -2.223 -2.008
H 2.868 -1.608 -0.630
O 3.235 2.569 0.150
H 2.483 2.983 0.559
H 3.507 1.956 0.865
O -0.614 -3.694 -3.314
H 0.368 -3.661 -3.263
H -1.160 -4.393 -2.834
O -1.934 -4.107 2.275
H -1.794 -3.651 3.200
H -1.124 -4.171 1.725
O 2.852 -0.731 3.422
H 2.260 -0.002 3.865
H 2.155 -1.351 3.141
O -3.215 2.342 1.460
H -2.467 2.953 1.420
H -2.873 1.581 1.904
O -3.159 -0.264 3.571
H -2.179 -0.607 3.837
H -3.475 0.089 4.249
O -0.973 4.166 0.264
H -0.279 3.541 -0.075
H -1.300 4.365 -0.607
```

=====

# 9
# H28O14

H28O14 as an isolated structure in a non-equilibrium geometry (ωB97M-V/def2-TZVPD, the Open Molecules 2025 dataset).

Properties
Max |F|   15.3 eV/Å
Energy relative to the best compared isomer or geometry (same formula, charge and spin)   327.61 kcal/mol
Calculated total energy   -29107.44517 eV

Structure (XYZ):
```
42
H28O14 ωB97M-V/def2-TZVPD
O -0.357 -1.397 -1.773
H 0.335 -0.938 -1.872
H -0.327 -2.026 -2.613
O 3.535 -0.755 -0.332
H 4.015 -0.154 0.156
H 2.779 -1.460 -0.002
O -0.032 0.192 0.714
H -0.903 0.036 0.495
H 0.519 -0.600 0.733
O -0.418 2.116 1.835
H 0.109 1.324 1.544
H -0.411 2.930 1.327
O -3.354 1.546 -0.952
H -2.778 2.151 -1.115
H -3.171 1.002 -0.290
O -0.245 1.222 -1.642
H 0.305 0.766 -0.882
H 0.440 1.136 -2.215
O -2.059 0.364 -2.100
H -2.483 0.821 -1.415
H -1.906 -0.287 -1.403
O -2.312 -0.012 0.796
H -2.615 0.231 1.618
H -2.955 -0.668 0.598
O 2.220 2.928 1.932
H 1.352 2.621 1.683
H 2.838 2.943 1.132
O 1.441 -2.092 1.232
H 1.912 -2.441 2.006
H 0.824 -2.555 0.867
O 1.473 -0.270 -1.823
H 1.886 -0.709 -2.549
H 2.165 -0.309 -1.099
O 0.648 -1.231 4.045
H 0.975 -1.994 4.365
H 0.608 -1.440 3.237
O -1.524 2.907 -1.770
H -0.981 3.180 -2.578
H -0.994 2.244 -1.273
O -0.183 -3.755 0.107
H -0.437 -3.016 -0.392
H 0.049 -4.556 -0.341
```

=====

# 10
# H28O14

A 14-piece molecular cluster, H28O14 overall in a non-equilibrium geometry (ωB97M-V/def2-TZVPD, the Open Molecules 2025 dataset).

Properties
Max |F|   3.0 eV/Å
Energy relative to the best compared isomer or geometry (same formula, charge and spin)   37.26 kcal/mol
Calculated total energy   -29120.03585 eV

Structure (XYZ):
```
42
H28O14 ωB97M-V/def2-TZVPD
O 2.232 -2.606 -1.751
H 2.015 -2.306 -0.889
H 2.987 -3.114 -1.697
O -2.473 -1.034 -2.983
H -3.065 -1.628 -3.364
H -2.628 -1.099 -2.029
O -3.314 -0.180 -0.483
H -3.401 0.478 0.235
H -3.251 -1.028 -0.042
O 0.098 -0.967 -3.124
H 0.475 -0.985 -2.216
H -0.820 -1.176 -3.103
O 2.531 1.551 0.373
H 2.455 1.244 -0.529
H 3.206 2.260 0.405
O 1.531 4.193 -0.588
H 1.154 3.322 -0.778
H 2.040 3.899 0.218
O -2.579 -2.703 -0.339
H -2.505 -3.006 0.576
H -1.853 -3.110 -0.863
O -0.188 0.115 2.701
H -1.000 -0.100 3.224
H -0.018 -0.654 2.187
O -2.421 1.541 1.718
H -2.731 1.856 2.586
H -1.555 1.195 1.889
O 0.884 2.883 2.158
H 0.361 2.630 2.905
H 1.134 2.067 1.734
O 0.145 2.056 -1.656
H -0.611 2.587 -1.274
H -0.034 1.998 -2.639
O 0.578 -2.428 2.013
H 0.933 -2.855 2.748
H 1.384 -2.056 1.650
O 2.719 -1.287 0.919
H 3.643 -1.299 0.743
H 2.436 -0.387 0.827
O 0.074 -0.224 -0.300
H -0.861 -0.281 -0.507
H 0.292 0.640 -0.654
```

=====

# 11
# H28O14

A 14-piece molecular cluster, H28O14 overall in a non-equilibrium geometry (ωB97M-V/def2-TZVPD, the Open Molecules 2025 dataset).

Properties
Max |F|   3.2 eV/Å
Energy relative to the best compared isomer or geometry (same formula, charge and spin)   74.93 kcal/mol
Calculated total energy   -29118.40245 eV

Structure (XYZ):
```
42
H28O14 ωB97M-V/def2-TZVPD
O 0.978 2.834 -0.098
H 0.219 3.400 -0.016
H 1.020 2.434 0.722
O -1.970 -1.322 1.802
H -2.664 -1.512 2.450
H -2.277 -1.501 0.906
O -3.253 -0.466 -1.419
H -2.397 -0.643 -1.833
H -2.800 0.156 -0.768
O 2.829 -0.781 0.863
H 3.012 -0.892 1.777
H 1.919 -0.558 0.903
O 0.436 0.075 0.173
H 0.810 0.292 -0.680
H -0.378 0.567 0.214
O 2.281 -2.069 -1.844
H 2.243 -1.094 -1.747
H 2.656 -2.104 -2.692
O -0.724 -3.331 -0.523
H -1.663 -3.211 -0.601
H -0.366 -2.506 -0.763
O -0.821 -0.990 -2.289
H -0.120 -0.418 -2.079
H -0.568 -1.523 -3.003
O -1.386 3.333 1.938
H -1.836 3.354 2.856
H -1.956 2.722 1.412
O 3.807 0.984 -0.751
H 3.077 1.110 -1.433
H 3.469 0.343 -0.122
O 1.450 0.676 -2.368
H 1.122 1.481 -2.790
H 1.937 0.372 -3.100
O -0.569 0.992 3.057
H -0.866 0.293 2.453
H -0.915 1.793 2.691
O 0.463 -2.305 2.206
H -0.402 -2.054 1.933
H 0.941 -2.306 1.378
O -2.017 1.166 0.255
H -2.546 1.123 1.039
H -2.190 2.066 -0.110
```